a | Entry from the OMol25 dataset: C2H5IO as an isolated structure (wB97M-V/def2-TZVPD).

Structure (XYZ):
```
9
Properties=species:S:1:pos:R:3
C 0.789 -0.481 -0.214
C -0.815 0.408 0.425
O 1.199 0.038 -1.343
I -1.041 0.411 2.524
H 0.469 -1.539 -0.126
H 1.442 0.010 0.553
H -1.649 -0.157 0.007
H -0.774 1.411 0.139
H 0.380 -0.102 -1.964
```

Summary:
**LUMO level**: 0.015 Ha
**HOMO-LUMO gap**: 0.3405 hartree

***

b | Entry from the OMol25 dataset: a 2-piece molecular cluster, C2H5IO overall (wB97M-V/def2-TZVPD).

Structure (XYZ):
```
9
Properties=species:S:1:pos:R:3
C 1.074 0.129 -0.862
C 1.178 -0.095 0.413
O 0.819 0.747 1.407
H 1.233 -0.683 -1.671
H 0.718 1.127 -1.332
H 1.565 -1.053 0.802
H 0.668 1.573 1.015
I -4.120 -0.237 0.056
H -3.134 -1.509 0.172
```

Summary:
**LUMO level**: 0.023 Ha
**SMILES string**: C=CO.I
**HOMO-LUMO gap**: 0.3653 hartree

***

The most stable of them is b.

***

a | Entry from the OMol25 dataset: a 2-piece molecular cluster, C3H6N overall (wB97M-V/def2-TZVPD).

Structure (XYZ):
```
10
Properties=species:S:1:pos:R:3
C 1.145 -0.451 -0.303
C -1.034 -0.227 -0.269
C 0.216 0.635 -0.114
N 0.037 -0.507 0.640
H 1.218 -1.101 -1.248
H 2.181 -0.096 0.031
H -1.970 0.047 0.317
H -0.986 -0.770 -1.118
H -0.714 3.221 0.428
H -0.093 -0.751 1.635
```

Summary:
**Charge**: +1
**LUMO level (alpha / beta)**: -0.136 / -0.267 Ha
**HOMO-LUMO gap (alpha / beta)**: 0.4689 / 0.2858 hartree

***

b | Entry from the OMol25 dataset: a 2-piece molecular cluster, C3H6N overall (wB97M-V/def2-TZVPD).

Structure (XYZ):
```
10
Properties=species:S:1:pos:R:3
C 1.335 0.529 0.316
C 1.059 0.136 -0.878
C -1.175 0.003 0.211
N 0.259 -0.460 0.152
H 1.648 1.028 1.231
H 1.022 0.056 -1.985
H -1.449 0.131 1.235
H -1.064 1.070 -0.261
H -1.797 -0.636 -0.350
H 0.163 -1.857 0.329
```

Summary:
**Charge**: +1
**LUMO level**: -0.177 Ha
**HOMO-LUMO gap**: 0.4194 hartree

***

The most stable of them is b.

***

a | Entry from the OMol25 dataset: an isolated ion of composition C2H4NO3P and charge -2 (wB97M-V/def2-TZVPD).

Structure (XYZ):
```
11
Properties=species:S:1:pos:R:3
O 1.799 1.438 0.302
N 0.914 0.520 -0.316
C 1.189 -0.860 -0.438
C -0.014 -0.390 0.338
P -1.735 -0.167 -0.406
O -2.652 -0.915 0.515
O -1.768 1.501 0.100
H 2.017 -1.127 0.129
H 1.056 -1.187 -1.432
H 0.091 -0.693 1.462
H -0.897 1.879 -0.256
```

Summary:
**Charge**: -2
**LUMO level**: 0.276 Ha
**SMILES string**: [O-]N1C[C@@H]1P([O-])O
**HOMO-LUMO gap**: 0.2176 hartree

***

b | Entry from the OMol25 dataset: a 2-piece molecular cluster, C2H4NO3P overall (wB97M-V/def2-TZVPD).

Structure (XYZ):
```
11
Properties=species:S:1:pos:R:3
C -0.514 -0.831 0.190
C -1.184 -0.030 -0.626
N -0.769 -1.645 1.098
O 2.191 -1.808 0.320
O 1.590 -0.380 -1.632
O 2.621 1.459 1.029
P 1.410 -0.633 -0.163
H -0.519 0.415 -1.281
H 2.857 1.412 0.115
H -2.225 0.009 -0.811
H -0.099 -1.622 1.811
```

Summary:
**Charge**: -2
**LUMO level**: 0.270 Ha
**HOMO-LUMO gap**: 0.2394 hartree

***

The most stable of them is b.

***

a | Entry from the OMol25 dataset: a 2-piece molecular cluster, C5H11NO overall (wB97M-V/def2-TZVPD).

Structure (XYZ):
```
18
Properties=species:S:1:pos:R:3
N 1.451 -0.061 -0.340
C 0.237 0.131 0.302
C -0.020 -0.286 1.567
C 1.015 -1.282 2.099
C 0.861 -2.571 1.780
C -0.822 0.702 -0.577
H 1.403 -0.083 -1.344
H 2.242 -0.346 0.208
H -0.799 0.108 2.189
H 1.957 -0.888 2.474
H 1.573 -3.327 1.434
H -0.121 -3.027 1.667
H -1.146 0.005 -1.391
H -1.776 0.802 -0.071
H -0.429 1.569 -1.120
H -1.160 3.139 -2.885
H -2.428 2.369 -2.705
O -2.038 3.046 -3.285
```

Summary:
**Charge**: -1
**⟨S²⟩**: 0.750
**LUMO level (alpha / beta)**: 0.139 / 0.134 Ha
**Multiplicity**: 2
**HOMO-LUMO gap (alpha / beta)**: 0.1025 / 0.3032 hartree

***

b | Entry from the OMol25 dataset: a 2-piece molecular cluster, C5H11NO overall (wB97M-V/def2-TZVPD).

Structure (XYZ):
```
18
Properties=species:S:1:pos:R:3
C 0.828 1.212 0.541
N 0.850 -1.573 -0.662
C -0.358 -0.760 -0.555
C -0.318 0.268 0.531
C -1.459 0.519 1.292
C -2.629 -0.202 1.397
H 0.922 1.705 -0.436
H 1.750 0.646 0.590
H 0.779 1.982 1.314
H 1.665 -0.946 -0.709
H 0.887 -2.010 -1.574
H -1.224 -1.403 -0.388
H -1.403 1.406 1.904
H -2.811 -1.157 0.936
H -3.346 0.164 2.115
H -0.484 -0.167 -1.477
H 3.118 0.671 -2.340
O 2.328 0.509 -1.817
```

Summary:
**Charge**: -1
**⟨S²⟩**: 0.777
**LUMO level (alpha / beta)**: 0.141 / 0.128 Ha
**Multiplicity**: 2
**HOMO-LUMO gap (alpha / beta)**: 0.2506 / 0.2390 hartree

***

c | Entry from the OMol25 dataset: an isolated ion of composition C5H11NO and charge -1 (wB97M-V/def2-TZVPD).

Structure (XYZ):
```
18
Properties=species:S:1:pos:R:3
C -1.226 -1.836 -0.567
C -0.047 -1.241 -1.256
N 0.673 -0.268 -0.442
C 1.720 -0.846 0.350
C 0.421 1.141 -0.210
C -0.584 1.300 0.908
O -1.057 2.389 1.324
H -0.893 -2.208 0.413
H -1.483 -2.795 -1.126
H -2.183 -1.380 -0.484
H -0.329 -0.729 -2.190
H 0.695 -2.054 -1.660
H 2.702 -1.110 -0.084
H 1.408 -1.735 0.931
H 1.891 -0.168 1.218
H 1.260 1.862 -0.205
H -0.077 1.607 -1.151
H -0.913 0.317 1.319
```

Summary:
**Charge**: -1
**⟨S²⟩**: 0.754
**LUMO level (alpha / beta)**: 0.144 / 0.141 Ha
**Multiplicity**: 2
**HOMO-LUMO gap (alpha / beta)**: 0.1173 / 0.2501 hartree

***

d | Entry from the OMol25 dataset: a 2-piece molecular cluster, C5H11NO overall (wB97M-V/def2-TZVPD).

Structure (XYZ):
```
18
Properties=species:S:1:pos:R:3
C -0.299 0.051 1.330
C -1.511 0.578 2.123
C -0.217 0.419 0.029
N 1.000 0.212 -0.805
C 1.902 -1.020 -1.382
C 1.029 -2.209 -1.573
O -1.186 1.092 -0.456
H -0.977 4.821 2.150
H 0.365 -0.710 1.828
H -1.359 1.049 3.128
H -1.966 1.295 1.457
H -2.311 -0.239 2.338
H 0.460 0.255 -1.665
H 2.521 -1.099 -0.657
H -1.672 4.991 2.316
H 0.657 -2.522 -0.587
H 1.336 -3.136 -2.115
H 0.012 -1.838 -2.071
```

Summary:
**Charge**: -1
**⟨S²⟩**: 0.755
**LUMO level (alpha / beta)**: 0.146 / 0.119 Ha
**Multiplicity**: 2
**HOMO-LUMO gap (alpha / beta)**: 0.2224 / 0.1940 hartree

***

The most stable of them is b.

***

a | Entry from the OMol25 dataset: C3H10NS as an isolated structure (wB97M-V/def2-TZVPD).

Structure (XYZ):
```
15
Properties=species:S:1:pos:R:3
C 1.515 0.700 -0.571
N 1.588 2.013 -1.144
H 1.469 -0.051 -1.352
H 2.285 0.604 0.188
H 0.678 2.300 -1.472
H 1.995 2.657 -0.482
C -0.908 -0.853 -0.880
S -0.163 0.342 0.463
C -1.257 -1.006 1.975
H -0.253 -1.002 -1.732
H -1.858 -0.407 -1.134
H -1.002 -1.821 -0.405
H -2.001 -0.328 2.374
H -1.677 -1.923 1.566
H -0.412 -1.225 2.606
```

Summary:
**⟨S²⟩**: 0.764
**LUMO level (alpha / beta)**: 0.033 / 0.010 Ha
**Multiplicity**: 2
**HOMO-LUMO gap (alpha / beta)**: 0.2715 / 0.3353 hartree

***

b | Entry from the OMol25 dataset: a 2-piece molecular cluster, C3H10NS overall (wB97M-V/def2-TZVPD).

Structure (XYZ):
```
15
Properties=species:S:1:pos:R:3
C 0.731 -3.067 2.014
N -0.226 -2.175 1.551
H 0.378 -4.033 2.334
H 1.662 -2.688 2.411
H -0.007 -1.603 0.750
H -1.195 -2.448 1.590
C 0.439 2.454 -1.453
C -0.822 1.748 -0.927
S -0.942 -0.031 -1.191
H 0.236 2.837 -2.451
H 1.301 1.797 -1.570
H 0.700 3.301 -0.827
H -0.917 1.979 0.131
H -1.691 2.197 -1.403
H 0.352 -0.269 -0.959
```

Summary:
**⟨S²⟩**: 0.753
**LUMO level (alpha / beta)**: 0.035 / 0.034 Ha
**Multiplicity**: 2
**HOMO-LUMO gap (alpha / beta)**: 0.2775 / 0.3750 hartree

***

The most stable of them is b.

***

a | Entry from the OMol25 dataset: a 2-piece molecular cluster, CH5N4 overall (wB97M-V/def2-TZVPD).

Structure (XYZ):
```
10
Properties=species:S:1:pos:R:3
C 0.279 -0.222 -0.061
N 1.456 -0.662 0.200
N 1.339 0.731 -0.180
N -0.897 -0.728 -0.540
N -1.099 0.123 0.640
H 1.645 -0.781 1.182
H 1.750 0.949 -1.168
H -1.787 -0.141 -1.842
H -1.430 -0.393 1.382
H -1.256 1.123 0.387
```

Summary:
**Charge**: +1
**LUMO level**: -0.233 Ha
**HOMO-LUMO gap**: 0.3275 hartree

***

b | Entry from the OMol25 dataset: a 2-piece molecular cluster, CH5N4 overall (wB97M-V/def2-TZVPD).

Structure (XYZ):
```
10
Properties=species:S:1:pos:R:3
C 1.075 1.157 0.663
N 0.041 1.121 0.082
N -1.507 -1.823 -0.914
N 2.206 0.990 1.197
N -1.774 -0.641 -0.770
H -2.051 -2.512 -1.561
H -0.783 0.339 -0.272
H 2.645 1.543 1.933
H -2.676 -0.447 -1.230
H 2.824 0.274 0.871
```

Summary:
**Charge**: +1
**LUMO level**: -0.159 Ha
**HOMO-LUMO gap**: 0.3777 hartree

***

The most stable of them is b.